1.
Density functional theory data (ωB97M-V/def2-TZVPD) for C22H35F2GaNO as an isolated structure.

As for the LUMO energy: 2.23 eV. For the HOMO-LUMO gap, the calculation gives 6.45 eV. For the energy, the calculation gives -3113.8030 a.u. Its molar mass is 437.247 u. The calculation puts the HOMO energy at -0.1548 hartree. As for the energy above the lowest of the compared OMol25 structures with the same formula, charge and spin: 6.24 kcal per mole. The value obtained for the strongest force on any atom is 0.866 eV/A.

Geometry as ORCA input:
```
! wB97M-V def2-TZVPD RIJCOSX def2/J DEFGRID3
* xyz -1 1
C 0.874 -0.211 -0.467
C 0.672 1.227 -0.990
C 2.002 1.953 -1.111
C 1.874 3.439 -1.562
O 0.548 3.838 -1.739
Ga 0.090 5.424 -0.820
C 1.127 7.052 -1.533
C 0.523 5.215 1.170
C -0.304 4.112 1.859
C 0.495 2.999 2.569
C 1.734 3.459 3.328
C 3.038 2.934 2.731
N 3.180 1.474 2.732
H 0.119 -0.431 0.286
H 0.756 -0.948 -1.255
H 1.838 -0.321 0.022
H 0.221 1.171 -1.974
H 0.008 1.778 -0.338
H 2.507 1.889 -0.148
H 2.608 1.413 -1.837
H 2.449 3.568 -2.490
H 2.383 4.063 -0.815
H -1.501 5.693 -0.972
H 0.707 7.939 -1.061
H 1.075 7.136 -2.613
H 2.163 6.978 -1.208
H 1.596 5.055 1.257
H 0.304 6.177 1.626
H -1.002 4.544 2.575
H -0.918 3.629 1.100
H -0.170 2.524 3.289
H 0.730 2.219 1.848
H 1.806 4.543 3.364
H 1.700 3.118 4.364
H 3.884 3.326 3.285
H 3.098 3.273 1.698
H 2.331 1.017 2.424
H 3.411 1.133 3.657
F -1.087 -3.395 -0.363
C -1.867 -2.880 -1.337
C -2.070 -3.613 -2.489
C -2.873 -3.079 -3.485
C -3.453 -1.828 -3.321
C -3.234 -1.110 -2.153
C -2.438 -1.638 -1.149
H -1.607 -4.585 -2.600
H -3.045 -3.641 -4.394
H -4.073 -1.412 -4.104
H -3.675 -0.131 -2.026
H -2.253 -1.094 -0.233
F -2.234 -7.130 -1.967
C -1.794 -7.523 -0.754
C -0.813 -6.784 -0.125
C -0.365 -7.194 1.121
C -0.896 -8.331 1.716
C -1.880 -9.060 1.063
C -2.339 -8.655 -0.182
H -0.413 -5.901 -0.605
H 0.398 -6.620 1.630
H -0.543 -8.647 2.689
H -2.294 -9.947 1.524
H -3.109 -9.205 -0.707
*
```

2.
Density functional theory data (ωB97M-V/def2-TZVPD) for C22H35FMnN2O2Si2 as an isolated structure.

As for the LUMO energy (alpha / beta): 2.88 / 2.88 eV. For the HOMO-LUMO gap (alpha / beta), the calculation gives 6.96 / 6.97 eV. For the energy, the calculation gives -2949.3730 a.u. Its molar mass is 489.642 u. The calculation puts the HOMO energy (alpha / beta) at -0.1499 / -0.1504 hartree. The value obtained for the strongest force on any atom is 0.596 eV/A.

Geometry as ORCA input:
```
! wB97M-V def2-TZVPD RIJCOSX def2/J DEFGRID3
* xyz -1 5
Mn 0.163 -0.259 -0.092
C 3.619 -2.223 2.703
Si 3.059 -1.310 1.152
C 4.594 -0.497 0.433
C 2.506 -2.621 -0.066
N 1.799 -0.186 1.371
C 1.631 0.672 2.407
C 2.444 0.809 3.559
C 2.149 1.704 4.580
C 1.042 2.540 4.520
C 0.232 2.473 3.385
C 0.553 1.581 2.400
F -0.232 1.554 1.275
H 4.017 -3.202 2.416
H 2.798 -2.387 3.405
H 4.411 -1.684 3.230
H 5.491 -1.106 0.591
H 4.752 0.476 0.907
H 4.482 -0.327 -0.642
H 3.363 -3.107 -0.543
H 1.887 -2.199 -0.861
H 1.907 -3.387 0.434
H 3.319 0.180 3.649
H 2.804 1.746 5.443
H 0.814 3.231 5.321
H -0.637 3.106 3.257
N -2.965 0.923 -2.771
C -2.266 0.384 -1.737
O -1.772 1.096 -0.872
C -2.090 -1.111 -1.691
C -0.591 -1.419 -1.663
H -2.837 1.912 -2.920
H -3.175 0.348 -3.567
H -2.631 -1.594 -2.514
H -2.523 -1.443 -0.746
H -0.129 -1.236 -2.635
H -0.430 -2.462 -1.383
C -1.130 -3.926 2.234
Si -1.403 -2.077 2.410
C -3.244 -1.841 2.680
C -0.527 -1.527 3.967
O -0.903 -1.280 1.115
H -1.528 -4.473 3.096
H -0.065 -4.159 2.147
H -1.627 -4.302 1.334
H -3.569 -2.293 3.623
H -3.816 -2.305 1.869
H -3.498 -0.778 2.703
H -0.838 -2.109 4.842
H -0.716 -0.468 4.169
H 0.552 -1.641 3.841
C 1.427 0.693 -1.491
C 0.772 1.847 -2.146
C 0.244 1.750 -3.438
C -0.425 2.812 -4.033
C -0.591 4.010 -3.351
C -0.060 4.129 -2.069
C 0.612 3.069 -1.482
H 2.239 1.001 -0.835
H 1.787 -0.029 -2.223
H 0.362 0.816 -3.979
H -0.814 2.704 -5.041
H -1.112 4.841 -3.811
H -0.176 5.056 -1.520
H 1.004 3.170 -0.475
*
```

3.
Density functional theory data (ωB97M-V/def2-TZVPD) for C22H35IrN4O3S as an isolated structure.

As for the LUMO energy: -13.02 eV. For the HOMO-LUMO gap, the calculation gives 5.15 eV. For the energy, the calculation gives -1805.0477 a.u. Its molar mass is 627.831 u. The calculation puts the HOMO energy at -0.6678 hartree. As for the energy above the lowest of the compared OMol25 structures with the same formula, charge and spin: 22.64 kcal per mole. The value obtained for the strongest force on any atom is 1.678 eV/A.

Geometry as ORCA input:
```
! wB97M-V def2-TZVPD RIJCOSX def2/J DEFGRID3
* xyz 4 1
Ir 0.197 -0.095 -0.074
N 2.322 3.893 -2.675
C 1.605 3.068 -1.615
C 2.432 3.073 -0.334
C 1.706 2.445 0.866
N 1.677 0.934 0.833
C 0.290 2.965 1.054
C -0.515 2.950 -0.236
N -0.924 1.530 -0.568
C 0.218 3.650 -1.385
H 3.234 3.498 -2.929
H 2.497 4.850 -2.347
H 1.774 3.976 -3.538
H 1.538 2.053 -2.006
H 2.651 4.102 -0.032
H 3.396 2.581 -0.497
H 2.291 2.726 1.743
H 1.642 0.607 1.803
H 2.559 0.587 0.447
H 0.326 3.986 1.439
H -0.221 2.382 1.821
H -1.434 3.513 -0.069
H -1.150 1.460 -1.564
H -1.803 1.340 -0.080
H 0.289 4.703 -1.091
H -0.378 3.620 -2.303
C -3.446 -5.357 -3.077
O -3.173 -4.677 -1.823
C -3.720 -3.467 -1.596
C -4.554 -2.776 -2.470
C -5.058 -1.543 -2.094
C -4.765 -0.989 -0.845
C -3.972 -1.682 0.041
C -3.449 -2.920 -0.338
N -2.783 -3.812 0.550
C -2.338 -3.692 1.753
C -2.094 -2.489 2.546
C -2.371 -2.624 3.915
C -2.285 -1.552 4.786
C -1.854 -0.328 4.298
C -1.476 -0.208 2.967
C -1.564 -1.278 2.099
O -1.043 -1.186 0.805
H -4.449 -5.775 -3.056
H -2.713 -6.152 -3.139
H -3.332 -4.669 -3.910
H -4.846 -3.218 -3.411
H -5.731 -1.022 -2.761
H -5.213 -0.050 -0.554
H -3.827 -1.308 1.046
H -2.801 -4.769 0.189
H -2.185 -4.639 2.264
H -2.721 -3.583 4.279
H -2.550 -1.667 5.828
H -1.788 0.527 4.959
H -1.089 0.729 2.583
C 1.071 -2.032 -3.295
S 2.368 -1.078 -2.552
C 3.104 -2.316 -1.517
O 1.662 -0.065 -1.582
H 0.526 -2.592 -2.534
H 1.540 -2.716 -4.007
H 0.418 -1.350 -3.837
H 3.989 -1.895 -1.042
H 3.410 -3.146 -2.158
H 2.378 -2.658 -0.776
*
```

Copy entry 1 word for word.
Density functional theory data (ωB97M-V/def2-TZVPD) for C22H35F2GaNO as an isolated structure.

As for the LUMO energy: 2.23 eV. For the HOMO-LUMO gap, the calculation gives 6.45 eV. For the energy, the calculation gives -3113.8030 a.u. Its molar mass is 437.247 u. The calculation puts the HOMO energy at -0.1548 hartree. As for the energy above the lowest of the compared OMol25 structures with the same formula, charge and spin: 6.24 kcal per mole. The value obtained for the strongest force on any atom is 0.866 eV/A.

Geometry as ORCA input:
```
! wB97M-V def2-TZVPD RIJCOSX def2/J DEFGRID3
* xyz -1 1
C 0.874 -0.211 -0.467
C 0.672 1.227 -0.990
C 2.002 1.953 -1.111
C 1.874 3.439 -1.562
O 0.548 3.838 -1.739
Ga 0.090 5.424 -0.820
C 1.127 7.052 -1.533
C 0.523 5.215 1.170
C -0.304 4.112 1.859
C 0.495 2.999 2.569
C 1.734 3.459 3.328
C 3.038 2.934 2.731
N 3.180 1.474 2.732
H 0.119 -0.431 0.286
H 0.756 -0.948 -1.255
H 1.838 -0.321 0.022
H 0.221 1.171 -1.974
H 0.008 1.778 -0.338
H 2.507 1.889 -0.148
H 2.608 1.413 -1.837
H 2.449 3.568 -2.490
H 2.383 4.063 -0.815
H -1.501 5.693 -0.972
H 0.707 7.939 -1.061
H 1.075 7.136 -2.613
H 2.163 6.978 -1.208
H 1.596 5.055 1.257
H 0.304 6.177 1.626
H -1.002 4.544 2.575
H -0.918 3.629 1.100
H -0.170 2.524 3.289
H 0.730 2.219 1.848
H 1.806 4.543 3.364
H 1.700 3.118 4.364
H 3.884 3.326 3.285
H 3.098 3.273 1.698
H 2.331 1.017 2.424
H 3.411 1.133 3.657
F -1.087 -3.395 -0.363
C -1.867 -2.880 -1.337
C -2.070 -3.613 -2.489
C -2.873 -3.079 -3.485
C -3.453 -1.828 -3.321
C -3.234 -1.110 -2.153
C -2.438 -1.638 -1.149
H -1.607 -4.585 -2.600
H -3.045 -3.641 -4.394
H -4.073 -1.412 -4.104
H -3.675 -0.131 -2.026
H -2.253 -1.094 -0.233
F -2.234 -7.130 -1.967
C -1.794 -7.523 -0.754
C -0.813 -6.784 -0.125
C -0.365 -7.194 1.121
C -0.896 -8.331 1.716
C -1.880 -9.060 1.063
C -2.339 -8.655 -0.182
H -0.413 -5.901 -0.605
H 0.398 -6.620 1.630
H -0.543 -8.647 2.689
H -2.294 -9.947 1.524
H -3.109 -9.205 -0.707
*
```

Please write out number 2 again, unchanged.
Density functional theory data (ωB97M-V/def2-TZVPD) for C22H35FMnN2O2Si2 as an isolated structure.

As for the LUMO energy (alpha / beta): 2.88 / 2.88 eV. For the HOMO-LUMO gap (alpha / beta), the calculation gives 6.96 / 6.97 eV. For the energy, the calculation gives -2949.3730 a.u. Its molar mass is 489.642 u. The calculation puts the HOMO energy (alpha / beta) at -0.1499 / -0.1504 hartree. The value obtained for the strongest force on any atom is 0.596 eV/A.

Geometry as ORCA input:
```
! wB97M-V def2-TZVPD RIJCOSX def2/J DEFGRID3
* xyz -1 5
Mn 0.163 -0.259 -0.092
C 3.619 -2.223 2.703
Si 3.059 -1.310 1.152
C 4.594 -0.497 0.433
C 2.506 -2.621 -0.066
N 1.799 -0.186 1.371
C 1.631 0.672 2.407
C 2.444 0.809 3.559
C 2.149 1.704 4.580
C 1.042 2.540 4.520
C 0.232 2.473 3.385
C 0.553 1.581 2.400
F -0.232 1.554 1.275
H 4.017 -3.202 2.416
H 2.798 -2.387 3.405
H 4.411 -1.684 3.230
H 5.491 -1.106 0.591
H 4.752 0.476 0.907
H 4.482 -0.327 -0.642
H 3.363 -3.107 -0.543
H 1.887 -2.199 -0.861
H 1.907 -3.387 0.434
H 3.319 0.180 3.649
H 2.804 1.746 5.443
H 0.814 3.231 5.321
H -0.637 3.106 3.257
N -2.965 0.923 -2.771
C -2.266 0.384 -1.737
O -1.772 1.096 -0.872
C -2.090 -1.111 -1.691
C -0.591 -1.419 -1.663
H -2.837 1.912 -2.920
H -3.175 0.348 -3.567
H -2.631 -1.594 -2.514
H -2.523 -1.443 -0.746
H -0.129 -1.236 -2.635
H -0.430 -2.462 -1.383
C -1.130 -3.926 2.234
Si -1.403 -2.077 2.410
C -3.244 -1.841 2.680
C -0.527 -1.527 3.967
O -0.903 -1.280 1.115
H -1.528 -4.473 3.096
H -0.065 -4.159 2.147
H -1.627 -4.302 1.334
H -3.569 -2.293 3.623
H -3.816 -2.305 1.869
H -3.498 -0.778 2.703
H -0.838 -2.109 4.842
H -0.716 -0.468 4.169
H 0.552 -1.641 3.841
C 1.427 0.693 -1.491
C 0.772 1.847 -2.146
C 0.244 1.750 -3.438
C -0.425 2.812 -4.033
C -0.591 4.010 -3.351
C -0.060 4.129 -2.069
C 0.612 3.069 -1.482
H 2.239 1.001 -0.835
H 1.787 -0.029 -2.223
H 0.362 0.816 -3.979
H -0.814 2.704 -5.041
H -1.112 4.841 -3.811
H -0.176 5.056 -1.520
H 1.004 3.170 -0.475
*
```

Which formula does entry 2 have? C22H35FMnN2O2Si2